(1)
Below is a 2-piece molecular cluster, C2H7NO4S overall in a non-equilibrium geometry, with properties calculated with ωB97M-V/def2-TZVPD.

Results
HOMO energy: -0.37451 Ha
structure (SMILES): O=CCS(=O)(=O)O.N
energy: -834.26489 Eh
LUMO energy: 0.52 eV

Each atom is followed by the atoms it is bonded to, with distances in Å.
Geometry (Å):
1 O 1.1112 0.6705 -1.7753  C2 1.195
2 C 1.3076 -0.3074 -1.1165  O1 1.195, C3 1.662, H8 1.119
3 C 1.7865 -0.4234 0.4708  C2 1.662, S4 1.785, H9 1.057, H10 1.070
4 S 0.1620 -0.8300 1.0891  C3 1.785, O5 1.428, O6 1.447, O7 1.585
5 O -0.6274 -1.4462 0.0710  S4 1.428
6 O 0.3135 -1.6172 2.2938  S4 1.447
7 O -0.4488 0.5987 1.3999  S4 1.585, H11 1.046
8 H 1.1147 -1.3593 -1.4469  C2 1.119
9 H 2.0209 0.4446 1.0268  C3 1.057
10 H 2.5444 -1.1625 0.3163  C3 1.070
11 H -0.9438 0.9331 0.5410  O7 1.046
12 N -1.9937 1.0597 -0.5817  H13 1.011, H14 0.957, H15 1.028
13 H -1.5379 1.2115 -1.4717  N12 1.011
14 H -2.4957 0.2449 -0.5554  N12 0.957
15 H -2.3135 1.9830 -0.2612  N12 1.028

---

(2)
Below is one molecule with the formula C2H7NO5S2 in a non-equilibrium geometry, with properties calculated with ωB97M-V/def2-TZVPD.

Results
HOMO energy: -0.34977 Ha
structure (SMILES): CS(=O)(=O)O[S@](C)(=O)=NO
energy: -1307.54162 Eh
LUMO energy: 0.34 eV

Each atom is followed by the atoms it is bonded to, with distances in Å.
Geometry (Å):
1 C 1.8836 -1.6780 -0.5107  S2 1.766, H11 1.181, H12 1.077, H13 1.119
2 S 0.3068 -1.1547 -1.1089  C1 1.766, O3 1.471, O4 1.392, O5 1.585
3 O 0.5444 0.0187 -1.9633  S2 1.471
4 O -0.4572 -2.2198 -1.5779  S2 1.392
5 O -0.2553 -0.5916 0.2623  S2 1.585, S6 1.732
6 S -1.0669 0.9350 0.3652  O5 1.732, C7 1.843, O8 1.431, N9 1.560
7 C -1.1522 0.6951 2.1906  S6 1.843, H14 1.024, H15 1.120, H16 1.091
8 O -2.2700 0.8529 -0.4059  S6 1.431
9 N 0.0180 1.9591 -0.0899  S6 1.560, O10 1.383
10 O -0.4937 2.5898 -1.2092  N9 1.383, H17 1.019
11 H 2.5900 -2.1026 -1.3570  C1 1.181
12 H 2.5315 -0.9368 -0.0749  C1 1.077
13 H 1.8927 -2.5700 0.1656  C1 1.119
14 H -0.7782 -0.2565 2.2527  C7 1.024
15 H -0.8580 1.6713 2.6538  C7 1.120
16 H -2.2011 0.6554 2.4896  C7 1.091
17 H -0.2344 2.1329 -2.0821  O10 1.019

---

(3)
Below is an isolated ion of composition C2H7NOP and charge +1 in a non-equilibrium geometry, with properties calculated with ωB97M-V/def2-TZVPD.

Results
HOMO energy: -0.53648 Ha
structure (SMILES): C1[NH2+]CPO1
energy: -551.43579 Eh
LUMO energy: -3.81 eV
charge: +1

Each atom is followed by the atoms it is bonded to, with distances in Å.
Geometry (Å):
1 C 0.6367 -1.1235 0.3995  N2 1.544, O5 1.424, H6 1.207, H7 1.087
2 N 0.5079 0.3933 0.1439  C1 1.544, C3 1.470, H8 1.069, H9 1.005
3 C -0.8933 0.5713 -0.2649  N2 1.470, P4 1.952, H10 1.115, H11 1.108
4 P -1.2284 -0.9913 -1.3860  C3 1.952, O5 1.654, H12 1.342
5 O 0.2376 -1.5752 -0.8904  C1 1.424, P4 1.654
6 H 1.8344 -1.2693 0.4314  C1 1.207
7 H 0.1258 -1.4822 1.2891  C1 1.087
8 H 1.0279 1.0816 0.7756  N2 1.069
9 H 1.0337 0.3015 -0.7080  N2 1.005
10 H -1.7652 0.6254 0.4282  C3 1.115
11 H -1.0549 1.4701 -0.8927  C3 1.108
12 H -1.8363 -1.7216 -0.4387  P4 1.342

---

(4)
Below is a 2-piece molecular cluster, C2H7NOSi overall in a non-equilibrium geometry, with properties calculated with ωB97M-V/def2-TZVPD.

Results
HOMO energy: -0.37486 Ha
energy: -499.77685 Eh
LUMO energy: -0.11 eV

Each atom is followed by the atoms it is bonded to, with distances in Å.
Geometry (Å):
1 C 0.4905 1.3441 1.5481  C2 1.263, H6 1.101, H7 1.044
2 C 1.6829 1.7007 1.7605  C1 1.263
3 N 0.9262 -0.6683 -0.6999  Si5 1.685, H8 1.029, H9 0.939
4 O -1.6937 0.1299 -1.0972  Si5 1.634, H10 0.966
5 Si -0.7010 -1.1048 -0.6981  N3 1.685, O4 1.634, H11 1.438, H12 1.453
6 H 0.0230 0.7090 0.7795  C1 1.101
7 H -0.3286 1.7407 2.0607  C1 1.044
8 H 1.4471 -0.3763 -1.5376  N3 1.029
9 H 1.5539 -1.0180 -0.0951  N3 0.939
10 H -1.5198 1.0109 -1.4524  O4 0.966
11 H -1.0339 -2.3593 -1.3161  Si5 1.438
12 H -0.8467 -1.1087 0.7474  Si5 1.453

---

(5)
Below is a 3-piece molecular cluster, C2H7NS overall in a non-equilibrium geometry, with properties calculated with ωB97M-V/def2-TZVPD.

Results
HOMO energy: -0.32743 Ha
energy: -533.04492 Eh
LUMO energy: -0.73 eV

Each atom is followed by the atoms it is bonded to, with distances in Å.
Geometry (Å):
1 C 0.4836 0.3943 -0.3707  C2 1.397, H5 1.137, H6 1.032, N10 1.485
2 C -0.8349 0.7247 -0.0463  C1 1.397, H7 1.110, H8 1.079, S11 1.711
3 H 2.6250 -0.9038 -0.1865  no bonds
4 H 0.1145 -1.3584 1.1640  no bonds
5 H 1.2524 1.0791 0.1110  C1 1.137
6 H 0.7384 0.6273 -1.3428  C1 1.032
7 H -0.6776 0.7227 1.0521  C2 1.110
8 H -1.0720 1.7772 -0.0335  C2 1.079
9 H -1.6345 -1.6545 0.3000  S11 1.439
10 N 1.0617 -0.9725 -0.3086  C1 1.485
11 S -2.0567 -0.4362 -0.3387  C2 1.711, H9 1.439

---

(6)
Below is a 2-piece molecular cluster, C2H7NS overall in a non-equilibrium geometry, with properties calculated with ωB97M-V/def2-TZVPD.

Results
HOMO energy: -0.24835 Ha
energy: -533.23668 Eh
LUMO energy: -1.02 eV

Each atom is followed by the atoms it is bonded to, with distances in Å.
Geometry (Å):
1 S -0.3654 -0.0583 -1.6453  H2 1.333
2 H -1.3547 -0.4629 -2.4420  S1 1.333
3 C -0.7862 -0.3168 1.6372  N5 1.451, H6 1.096, H7 1.085, H8 1.079
4 C 1.2148 0.7964 0.8417  N5 1.277, H9 1.084, H10 1.079
5 N 0.5816 -0.2667 1.1559  C3 1.451, C4 1.277, H11 1.012
6 H -0.8628 -0.0031 2.6844  C3 1.096
7 H -1.3949 0.3672 1.0559  C3 1.085
8 H -1.1643 -1.3246 1.5697  C3 1.079
9 H 2.1878 0.6179 0.3975  C4 1.084
10 H 0.6385 1.6900 0.6575  C4 1.079
11 H 1.0852 -1.1410 1.2341  N5 1.012

---

(7)
Below is a 2-piece molecular cluster, C2H7NS2 overall in a non-equilibrium geometry, with properties calculated with ωB97M-V/def2-TZVPD.

Results
HOMO energy: -0.31148 Ha
structure (SMILES): C=S.CSN
energy: -931.43172 Eh
LUMO energy: -0.59 eV

Each atom is followed by the atoms it is bonded to, with distances in Å.
Geometry (Å):
1 C 1.7437 4.6635 0.3800  S2 1.632, H3 1.030, H4 1.133
2 S 1.5221 3.1681 0.9949  C1 1.632
3 H 1.0229 5.3258 0.0584  C1 1.030
4 H 2.8306 4.6602 0.0590  C1 1.133
5 C -1.4657 -0.3810 -0.7050  S6 1.832, H8 1.041, H9 1.068, H10 0.989
6 S -0.5938 -1.9727 -0.4580  C5 1.832, N7 1.716
7 N 0.9791 -1.3794 -0.1117  S6 1.716, H11 1.041, H12 0.996
8 H -1.5103 0.1439 0.1930  C5 1.041
9 H -2.3404 -0.6533 -1.2542  C5 1.068
10 H -0.7897 0.0525 -1.2825  C5 0.989
11 H 1.3412 -1.5828 0.8433  N7 1.041
12 H 1.7008 -1.1628 -0.7638  N7 0.996

---

(8)
Below is an isolated ion of composition C2H7O2P2S and charge -1 in a non-equilibrium geometry, with properties calculated with ωB97M-V/def2-TZVPD.

Results
HOMO energy: -0.13788 Ha
structure (SMILES): C[C@@H]1S[P@@]1([O-])=[PH2]O
energy: -1311.81523 Eh
LUMO energy: 3.50 eV
charge: -1

Each atom is followed by the atoms it is bonded to, with distances in Å.
Geometry (Å):
1 C -1.0404 0.3315 -1.3270  C2 1.588, H8 1.054, H9 1.136, H10 1.094
2 C 0.5338 0.2762 -1.5248  C1 1.588, S3 1.749, P4 1.838, H11 1.147
3 S 1.0987 -1.2714 -2.1129  C2 1.749, P4 2.138
4 P 1.6451 -0.4114 -0.2330  C2 1.838, S3 2.138, O5 1.513, P6 2.504
5 O 2.9711 0.3075 -0.3466  P4 1.513
6 P 0.1998 -0.1901 1.7999  P4 2.504, O7 1.722, H12 1.445, H13 1.385
7 O -0.7433 -0.1964 3.2411  P6 1.722, H14 0.975
8 H -1.2662 0.8195 -0.4210  C1 1.054
9 H -1.4802 -0.7158 -1.3043  C1 1.136
10 H -1.4563 1.0157 -2.0719  C1 1.094
11 H 0.9366 1.2310 -2.0156  C2 1.147
12 H -0.8468 -0.4167 0.8294  P6 1.445
13 H 0.4403 -1.5171 2.1152  P6 1.385
14 H -0.9922 0.7375 3.3714  O7 0.975

---

Q: What is the LUMO energy in the second record?
A: 0.34 eV